No. 1
Density functional theory data (the ωB97M-V functional and the def2-TZVPD basis) for CH4BNO2 in the gas phase.

Each line ends with the Mulliken charge.
Cartesian coordinates (Å):
B1 -1.22 -1.14 -0.15  0.321
C1 0.75 1.33 0.24  -0.429
N1 0.85 0.07 0.03  0.648
O1 1.70 -0.57 -0.56  -0.608
O2 -0.23 -0.72 0.61  -0.374
H1 -2.03 -1.81 0.35  -0.052
H2 -1.30 -0.82 -1.29  -0.062
H3 -0.07 1.69 0.83  0.261
H4 1.55 1.97 -0.06  0.295

Relative energy (zero: lowest compared OMol25 entry of this formula, charge and spin) in kJ/mol: 135.2
HOMO level in eV: -9.745
SMILES string: BO[N+](=C)[O-]
Kohn-Sham gap in eV: 10.43

=====

No. 2
Density functional theory data (the ωB97M-V functional and the def2-TZVPD basis) for 2 unconnected molecules or ions with the total composition C8H8O4.

Each line ends with the Mulliken charge.
Cartesian coordinates (Å):
C1 1.05 -3.29 1.22  0.697
C2 1.78 -0.62 -2.00  -0.147
C3 1.71 1.48 -0.68  0.322
C4 -0.09 -0.08 -0.53  0.937
C5 -0.41 1.31 0.11  0.085
C6 1.19 0.17 -1.20  0.201
C7 -1.26 -0.52 -1.36  -1.532
C8 -0.73 1.20 1.62  -1.299
O1 2.03 -3.55 0.75  -0.299
O2 0.01 -2.98 1.61  -0.390
O3 2.79 1.99 -0.72  -0.565
O4 0.74 2.14 -0.10  -0.331
H1 0.00 -0.68 0.41  -0.101
H2 -1.28 1.84 -0.41  0.245
H3 -1.21 -1.47 -1.94  0.337
H4 -1.50 0.25 -2.01  0.507
H5 -2.19 -0.58 -0.67  0.316
H6 -1.54 0.37 1.68  0.279
H7 -1.23 2.04 2.10  0.339
H8 0.14 0.97 2.12  0.399

Relative energy (zero: lowest compared OMol25 entry of this formula, charge and spin) in kJ/mol: 371.7
HOMO level in eV: -10.730
Kohn-Sham gap in eV: 9.74

=====

No. 3
Density functional theory data (the ωB97M-V functional and the def2-TZVPD basis) for a molecular structure, C6H8O2.

Each line ends with the Mulliken charge.
Cartesian coordinates (Å):
C1 0.53 0.21 0.52  -0.120
C2 -0.42 -1.31 -0.35  -0.796
C3 0.97 -1.17 0.19  -0.324
C4 1.16 1.34 -0.22  -1.253
C5 -1.59 1.05 -0.24  0.238
C6 -2.09 -0.18 0.46  0.290
O1 -1.70 1.51 -1.32  -0.395
O2 -2.46 -0.45 1.55  -0.418
H1 0.20 0.38 1.54  0.397
H2 -0.55 -1.10 -1.41  0.305
H3 -1.02 -2.12 0.04  0.426
H4 1.18 -1.81 1.05  0.274
H5 1.77 -1.23 -0.54  0.288
H6 1.01 1.26 -1.30  0.336
H7 2.24 1.32 -0.05  0.387
H8 0.76 2.31 0.09  0.365

Relative energy (zero: lowest compared OMol25 entry of this formula, charge and spin) in kJ/mol: 491.4
HOMO level in eV: -8.153
Kohn-Sham gap in eV: 8.66

=====

No. 4
Density functional theory data (the ωB97M-V functional and the def2-TZVPD basis) for a molecular structure, C28H38Br2LiN3O7Si3.

Each line ends with the Mulliken charge.
Cartesian coordinates (Å):
Li1 0.63 1.01 -0.05  1.031
C1 0.65 0.24 2.64  -1.004
O1 0.17 -0.44 1.47  0.570
Si1 -1.27 -1.31 1.45  -0.043
C2 -2.69 -0.11 1.77  -1.001
C3 -1.24 -2.39 3.02  -1.369
C4 -1.37 -2.27 -0.06  1.702
Si2 -2.95 -2.32 -0.89  0.496
C5 -4.37 -3.12 0.10  -1.231
C6 -3.63 -0.61 -1.40  -0.455
C7 -2.92 -3.33 -2.50  -1.202
Si3 -0.08 -3.49 -0.33  -0.025
C8 1.47 -3.27 0.71  -0.810
C9 0.58 -3.59 -2.11  -0.980
C10 -0.69 -5.26 0.07  -1.123
H1 0.56 -0.39 3.53  0.307
H2 0.11 1.18 2.79  0.196
H3 1.71 0.46 2.48  0.150
H4 -2.54 0.42 2.72  0.422
H5 -3.65 -0.62 1.80  0.382
H6 -2.72 0.65 0.98  -0.098
H7 -1.34 -1.81 3.95  0.349
H8 -0.30 -2.96 3.08  0.325
H9 -2.06 -3.11 2.97  0.259
H10 -4.50 -2.60 1.06  0.294
H11 -4.14 -4.17 0.32  0.267
H12 -5.33 -3.08 -0.44  0.313
H13 -4.40 -0.27 -0.69  0.378
H14 -4.07 -0.62 -2.40  0.437
H15 -2.82 0.13 -1.38  -0.450
H16 -2.39 -4.28 -2.36  0.235
H17 -2.41 -2.78 -3.31  0.177
H18 -3.94 -3.57 -2.84  0.365
H19 1.85 -2.25 0.62  -0.114
H20 2.26 -3.96 0.38  0.408
H21 1.28 -3.46 1.77  0.291
H22 1.16 -2.69 -2.32  0.153
H23 -0.23 -3.66 -2.84  0.261
H24 1.23 -4.46 -2.24  0.439
H25 -1.03 -5.29 1.11  0.266
H26 0.09 -6.03 -0.06  0.306
H27 -1.54 -5.53 -0.56  0.284
Br1 1.26 3.31 -2.49  -0.137
C11 0.46 1.71 -3.15  -0.225
C12 0.49 1.50 -4.52  -0.627
C13 -0.10 0.35 -5.01  -0.601
C14 -0.68 -0.54 -4.11  -0.992
C15 -0.64 -0.24 -2.77  -0.156
N1 -0.08 0.88 -2.29  0.713
H28 0.97 2.22 -5.18  0.424
H29 -0.10 0.14 -6.07  0.382
H30 -1.14 -1.46 -4.45  0.332
H31 -1.05 -0.91 -2.01  0.164
O2 -1.00 3.35 2.20  -0.813
C16 -1.18 3.10 1.00  -0.332
O3 -0.58 2.29 0.24  -0.273
C17 -2.32 3.85 0.30  0.197
C18 -2.72 3.48 -0.97  -0.022
C19 -3.75 4.15 -1.62  -0.846
C20 -4.38 5.22 -1.01  -0.344
C21 -3.97 5.58 0.27  -0.100
C22 -2.95 4.91 0.93  -0.341
N2 -4.63 6.71 0.92  1.021
O4 -5.54 7.27 0.34  -0.665
O5 -4.25 7.05 2.03  -0.625
H32 -2.21 2.64 -1.44  0.320
H33 -4.06 3.85 -2.61  0.430
H34 -5.18 5.77 -1.49  0.455
H35 -2.65 5.19 1.93  0.578
Br2 7.76 1.58 1.52  -0.249
C23 6.62 0.38 0.58  0.061
C24 7.12 -0.85 0.18  -0.182
N3 6.38 -1.74 -0.48  -0.672
C25 5.12 -1.40 -0.77  -0.174
C26 4.54 -0.19 -0.40  0.218
C27 5.31 0.72 0.30  -0.290
C28 3.10 0.14 -0.79  0.497
O6 2.68 -0.40 -1.82  -0.697
O7 2.51 0.93 0.01  -0.954
H36 8.15 -1.13 0.41  0.348
H37 4.53 -2.12 -1.32  0.521
H38 4.88 1.66 0.62  0.497

Relative energy (zero: lowest compared OMol25 entry of this formula, charge and spin) in kJ/mol: 8.1
HOMO level in eV: -1.765
Kohn-Sham gap in eV: 5.45
Charge: -2

=====

No. 5
Density functional theory data (the ωB97M-V functional and the def2-TZVPD basis) for C16H18FN5O2 in the gas phase.

Each line ends with the Mulliken charge.
Cartesian coordinates (Å):
C1 -3.35 -2.67 -0.84  -1.831
C2 -2.16 -1.96 -0.28  1.468
C3 -2.18 -0.76 0.32  -0.423
C4 -3.44 0.04 0.51  -0.295
O1 -3.58 1.16 0.08  -0.607
N1 -4.41 -0.61 1.21  -0.372
H1 -4.23 -1.47 1.68  0.201
H2 -5.24 -0.09 1.44  0.261
C5 -0.94 -0.03 0.80  -0.192
N2 0.20 -0.88 0.56  0.897
C6 0.21 -2.07 -0.07  0.625
N3 1.43 -2.52 -0.21  -0.871
C7 2.19 -1.53 0.35  0.417
N4 1.48 -0.54 0.82  -1.543
C8 3.67 -1.62 0.40  -0.580
H3 4.02 -1.94 -0.59  0.269
H4 3.94 -2.41 1.11  0.261
C9 4.36 -0.31 0.80  -0.739
H5 5.43 -0.49 0.83  0.384
H6 4.03 -0.02 1.80  0.372
C10 4.06 0.86 -0.15  -0.455
O2 3.04 1.71 0.30  -0.571
H7 2.30 1.15 0.57  0.517
H8 4.95 1.50 -0.25  0.332
H9 3.82 0.47 -1.15  0.257
N5 -0.96 -2.65 -0.45  -0.097
H10 -0.93 -3.51 -0.97  0.261
C11 -0.75 1.28 0.07  -0.004
C12 -0.45 1.30 -1.29  0.271
C13 -0.25 2.50 -1.95  -1.031
C14 -0.35 3.70 -1.27  -0.458
C15 -0.65 3.70 0.08  -0.754
C16 -0.84 2.50 0.73  1.013
F1 -1.13 2.50 2.05  -0.372
H11 -0.74 4.62 0.64  0.466
H12 -0.20 4.63 -1.78  0.403
H13 -0.02 2.50 -3.00  0.413
H14 -0.38 0.37 -1.83  0.374
H15 -1.01 0.17 1.88  0.474
H16 -3.14 -2.98 -1.86  0.451
H17 -4.22 -2.03 -0.84  0.488
H18 -3.56 -3.57 -0.25  0.321

Relative energy (zero: lowest compared OMol25 entry of this formula, charge and spin) in kJ/mol: 5.6
HOMO level in eV: -8.540
SMILES string: CC1=C(C(N)=O)[C@H](c2ccccc2F)n2nc(CCCO)nc2N1
Kohn-Sham gap in eV: 8.99

=====

No. 6
Density functional theory data (the ωB97M-V functional and the def2-TZVPD basis) for C16H27N3O4S2 in the gas phase.

Each line ends with the Mulliken charge.
Cartesian coordinates (Å):
C1 3.75 -0.95 -1.43  -0.967
C2 2.65 -1.30 -2.41  -0.471
O1 1.52 -0.49 -2.17  -0.056
C3 0.43 -0.84 -2.99  -0.803
C4 -0.70 0.16 -2.82  -1.058
H1 -0.34 1.17 -3.04  0.459
H2 -1.49 -0.08 -3.53  0.381
C5 -1.24 0.16 -1.39  0.492
N1 -1.69 -1.16 -0.97  0.506
C6 -3.05 -1.43 -1.38  -1.074
H3 -3.31 -2.45 -1.12  0.353
H4 -3.79 -0.75 -0.91  0.372
H5 -3.12 -1.31 -2.46  0.270
C7 -1.42 -1.49 0.43  -0.679
C8 0.08 -1.75 0.61  0.471
H6 0.66 -0.89 0.27  -0.489
H7 0.37 -2.60 -0.01  0.519
C9 0.42 -2.05 2.07  -1.554
N2 -0.09 -1.04 2.98  0.254
S1 0.89 0.23 3.37  1.306
O2 0.21 0.98 4.39  -0.722
O3 2.19 -0.31 3.65  -0.731
C10 1.05 1.29 1.94  -0.008
C11 2.04 1.14 1.01  -0.297
S2 1.87 2.24 -0.29  -0.261
C12 0.46 2.93 0.44  0.797
C13 0.15 2.32 1.63  -0.920
H8 -0.68 2.57 2.27  0.330
C14 -0.24 4.00 -0.29  0.186
O4 -0.03 4.23 -1.47  -0.627
N3 -1.15 4.70 0.43  -0.326
H9 -1.24 4.60 1.42  0.186
H10 -1.62 5.47 -0.02  0.241
H11 2.85 0.45 1.06  0.683
C15 -1.51 -0.81 2.86  -1.338
H12 -1.75 -0.01 3.57  0.537
C16 -1.92 -0.44 1.44  0.274
H13 -1.51 0.54 1.19  -0.199
H14 -3.01 -0.37 1.39  0.462
H15 -2.03 -1.72 3.18  0.355
H16 1.50 -2.08 2.23  0.548
H17 -0.01 -3.01 2.37  0.344
H18 -1.94 -2.43 0.63  0.615
H19 -0.43 0.49 -0.74  -1.027
H20 -2.05 0.91 -1.31  0.287
H21 0.07 -1.84 -2.74  0.343
H22 0.76 -0.84 -4.05  0.512
H23 3.00 -1.15 -3.44  0.408
H24 2.38 -2.37 -2.30  0.327
H25 3.46 -1.23 -0.42  0.110
H26 4.66 -1.49 -1.68  0.461
H27 3.95 0.12 -1.46  0.214

Relative energy (zero: lowest compared OMol25 entry of this formula, charge and spin) in kJ/mol: 0.0
HOMO level in eV: -8.463
SMILES string: CCOCCCN(C)C1CCN(S(=O)(=O)c2csc(C(N)=O)c2)CC1
Kohn-Sham gap in eV: 8.64

=====

Question: Look up the relative energy (zero: lowest compared OMol25 entry of this formula, charge and spin) of the fourth one.
Answer: 8.1 kJ/mol